No. 1
C42H30BrF4P3RhS4 | wB97M-V/def2-TZVPD

Each line ends with the Löwdin charge.
Element x y z (Å)
Rh: 0.166 -0.501 -0.326  0.003
F: 1.680 2.987 5.663  0.169
C: 1.766 2.207 4.601  -0.118
C: 2.966 1.597 4.285  -0.121
F: 4.023 1.778 5.061  0.160
C: 3.055 0.811 3.152  -0.193
F: 4.242 0.281 2.862  0.128
C: 1.954 0.580 2.341  -0.282
P: 2.084 -0.501 0.896  0.935
C: 2.471 -2.089 1.651  -0.376
C: 3.775 -2.540 1.830  -0.078
C: 3.998 -3.754 2.468  -0.053
C: 2.930 -4.512 2.924  -0.056
C: 1.628 -4.059 2.748  -0.056
C: 1.397 -2.852 2.112  -0.111
C: 3.452 0.139 -0.062  -0.365
C: 3.615 1.521 -0.144  -0.080
C: 4.621 2.044 -0.940  -0.048
C: 5.451 1.195 -1.660  -0.054
C: 5.263 -0.180 -1.609  -0.056
C: 4.252 -0.713 -0.823  -0.107
C: 0.756 1.165 2.707  -0.550
Br: -0.819 0.806 1.765  0.910
C: 0.655 1.993 3.804  -0.247
F: -0.490 2.580 4.125  0.112
H: 4.617 -1.950 1.492  0.105
H: 5.013 -4.104 2.608  0.114
H: 3.113 -5.456 3.421  0.113
H: 0.792 -4.650 3.101  0.113
H: 0.379 -2.509 1.965  0.069
H: 2.957 2.188 0.400  0.099
H: 4.750 3.116 -1.005  0.116
H: 6.240 1.607 -2.276  0.113
H: 5.899 -0.838 -2.185  0.113
H: 4.087 -1.783 -0.809  0.088
S: -0.040 3.624 -0.075  0.237
P: -0.600 2.800 -1.740  0.126
S: 0.216 0.912 -2.120  0.342
C: -0.118 3.779 -3.183  -0.386
C: 0.312 3.195 -4.372  -0.115
C: 0.632 3.992 -5.463  -0.075
C: 0.521 5.371 -5.370  -0.073
C: 0.085 5.955 -4.187  -0.068
C: -0.237 5.165 -3.094  -0.096
C: -2.382 2.571 -1.887  -0.390
C: -2.907 1.817 -2.940  -0.099
C: -4.278 1.720 -3.102  -0.074
C: -5.130 2.377 -2.219  -0.073
C: -4.610 3.123 -1.173  -0.070
C: -3.233 3.223 -1.003  -0.098
H: 0.409 2.119 -4.448  0.057
H: 0.971 3.535 -6.384  0.107
H: 0.776 5.992 -6.218  0.108
H: 0.001 7.032 -4.112  0.109
H: -0.567 5.619 -2.168  0.090
H: -2.244 1.305 -3.630  0.089
H: -4.686 1.137 -3.919  0.104
H: -6.202 2.306 -2.350  0.108
H: -5.274 3.632 -0.487  0.108
H: -2.812 3.800 -0.189  0.074
S: 1.218 -2.413 -1.344  0.406
P: -0.706 -2.999 -1.505  0.213
S: -1.727 -1.947 -0.115  0.324
C: -1.015 -4.746 -1.287  -0.381
C: -2.143 -5.187 -0.603  -0.097
C: -2.413 -6.547 -0.535  -0.061
C: -1.560 -7.456 -1.145  -0.060
C: -0.430 -7.015 -1.824  -0.062
C: -0.156 -5.660 -1.900  -0.082
C: -1.327 -2.583 -3.144  -0.392
C: -2.709 -2.505 -3.330  -0.091
C: -3.220 -2.243 -4.590  -0.067
C: -2.358 -2.065 -5.667  -0.064
C: -0.986 -2.144 -5.484  -0.064
C: -0.465 -2.403 -4.222  -0.102
H: -2.804 -4.477 -0.120  0.076
H: -3.289 -6.896 -0.005  0.112
H: -1.773 -8.516 -1.089  0.112
H: 0.234 -7.727 -2.296  0.112
H: 0.725 -5.314 -2.430  0.105
H: -3.382 -2.639 -2.491  0.098
H: -4.291 -2.179 -4.734  0.111
H: -2.760 -1.862 -6.651  0.111
H: -0.317 -2.003 -6.323  0.111
H: 0.607 -2.452 -4.076  0.079

Calculated values
highest occupied orbital energy (spin up / spin down)	-0.38821 / -0.38805	Ha
M	1014.69	g/mol
total charge	+1
orbital gap (spin up / spin down)	5.834 / 5.903	eV

No. 2
C42H31CaN7O8STe | wB97M-V/def2-TZVPD

Each line ends with the Mulliken spin population.
Element x y z (Å)
Ca: 0.442 -0.246 0.283  -0.018
S: 3.986 6.854 -0.415  0.066
N: 4.582 5.429 0.087  0.026
C: 3.589 4.557 0.040  -0.009
C: 3.667 3.159 0.408  0.061
C: 4.830 2.596 0.883  -0.011
C: 4.849 1.246 1.245  0.189
C: 3.669 0.530 1.099  -0.089
N: 2.535 1.032 0.633  0.137
C: 2.479 2.361 0.280  0.160
C: 1.262 2.920 -0.179  0.164
N: 0.132 2.136 -0.275  0.130
C: -1.009 2.679 -0.683  -0.081
C: -1.159 4.009 -1.047  0.186
C: -0.032 4.832 -0.966  -0.020
C: 1.166 4.310 -0.533  0.067
C: 2.359 5.123 -0.420  -0.011
N: 2.451 6.410 -0.709  0.026
H: 5.711 3.218 0.975  -0.006
H: 5.735 0.769 1.637  0.018
H: 3.629 -0.518 1.383  -0.001
H: -1.860 2.003 -0.702  0.000
H: -2.121 4.382 -1.366  0.016
H: -0.079 5.882 -1.226  -0.007
O: -3.264 0.235 1.151  0.001
C: -2.341 -0.570 1.206  -0.004
O: -1.709 -1.065 0.207  -0.001
C: -1.938 -1.040 2.618  0.002
C: -2.978 -1.117 3.512  0.001
C: -2.775 -1.488 4.843  0.000
C: -1.505 -1.712 5.323  0.000
C: -0.445 -1.586 4.450  0.000
C: -0.587 -1.315 3.046  -0.008
O: 0.407 -1.374 2.251  0.009
N: 0.874 -1.829 5.005  -0.001
O: 1.837 -1.286 4.509  0.001
O: 0.954 -2.601 5.961  0.000
N: -3.901 -1.618 5.738  0.000
O: -3.682 -1.886 6.910  0.000
O: -5.021 -1.444 5.287  0.000
H: -3.972 -0.869 3.170  0.000
H: -1.334 -1.975 6.355  0.000
C: -2.876 -9.718 1.322  0.000
C: -2.288 -8.352 1.092  0.000
C: -1.047 -8.200 0.492  0.000
C: -0.471 -6.948 0.299  0.000
C: 0.883 -6.866 -0.353  0.000
C: -1.180 -5.820 0.727  0.000
Te: -0.396 -3.855 0.683  0.000
N: -0.068 -3.813 -1.252  0.001
C: 0.543 -2.752 -1.722  0.006
O: 1.215 -1.884 -1.081  0.001
C: 0.457 -2.596 -3.218  -0.002
C: 0.780 -1.370 -3.787  0.002
C: 0.690 -1.190 -5.160  0.001
C: 0.294 -2.241 -5.973  0.000
C: -0.017 -3.472 -5.409  0.000
C: 0.056 -3.647 -4.037  0.000
C: 1.477 -4.293 1.545  0.000
C: 2.639 -4.000 0.843  0.001
C: 3.868 -4.172 1.460  0.000
C: 3.923 -4.631 2.768  0.000
C: 2.756 -4.920 3.456  0.000
C: 1.508 -4.755 2.860  0.000
C: 0.261 -5.092 3.634  0.000
C: -2.447 -5.942 1.319  0.000
C: -3.244 -4.747 1.783  0.000
C: -2.978 -7.213 1.488  0.000
H: -2.365 -10.474 0.727  0.000
H: -3.936 -9.738 1.066  0.000
H: -2.789 -10.002 2.373  0.000
H: -0.507 -9.081 0.159  0.000
H: 1.016 -7.704 -1.038  0.000
H: 1.679 -6.912 0.394  0.000
H: 1.002 -5.944 -0.917  0.000
H: 1.110 -0.561 -3.150  0.000
H: 0.932 -0.227 -5.591  0.000
H: 0.228 -2.103 -7.045  0.000
H: -0.323 -4.296 -6.041  0.000
H: -0.203 -4.593 -3.581  0.000
H: 2.581 -3.620 -0.168  -0.001
H: 4.778 -3.930 0.925  0.000
H: 4.879 -4.751 3.262  0.000
H: 2.802 -5.255 4.486  0.000
H: 0.409 -4.905 4.696  0.000
H: -0.017 -6.141 3.501  0.000
H: -0.596 -4.485 3.327  0.000
H: -3.354 -3.995 0.999  0.000
H: -2.779 -4.248 2.638  0.000
H: -4.242 -5.056 2.089  0.000
H: -3.959 -7.314 1.940  0.000

Calculated values
spin multiplicity	2
highest occupied orbital energy (spin up / spin down)	-0.09808 / -0.21997	Ha
M	961.50	g/mol
⟨S²⟩	0.776
total charge	-1
orbital gap (spin up / spin down)	4.544 / 7.860	eV

No. 3
C42H31FN3O6PdS4 | wB97M-V/def2-TZVPD

Each line ends with the Mulliken spin population.
Element x y z (Å)
Pd: 0.121 0.031 -0.127  1.532
O: -2.139 -3.436 1.145  0.020
S: -2.089 -2.007 1.248  -0.029
O: -2.691 -1.181 0.244  0.007
N: -0.459 -1.545 1.271  0.463
C: 0.478 -2.052 2.033  0.129
C: 0.296 -3.053 3.020  0.213
C: 1.365 -3.485 3.790  -0.035
C: 2.630 -2.959 3.613  0.290
C: 2.880 -1.963 2.625  -0.013
C: 4.154 -1.412 2.390  0.020
C: 4.309 -0.459 1.419  -0.026
C: 3.185 -0.050 0.689  0.021
N: 1.990 -0.562 0.893  0.122
C: 1.820 -1.505 1.837  -0.008
C: -2.675 -1.539 2.829  0.030
C: -2.986 -2.536 3.748  -0.004
C: -3.449 -2.163 4.998  0.000
C: -3.588 -0.815 5.312  0.004
C: -3.273 0.166 4.381  -0.005
C: -2.817 -0.187 3.121  -0.004
H: -0.688 -3.478 3.152  0.020
H: 1.203 -4.244 4.543  0.006
H: 3.454 -3.302 4.225  -0.001
H: 4.997 -1.745 2.983  0.001
H: 5.271 -0.010 1.217  -0.001
H: 3.246 0.722 -0.071  0.007
H: -2.889 -3.577 3.471  0.001
H: -3.710 -2.921 5.724  0.000
H: -3.950 -0.530 6.291  0.000
H: -3.383 1.214 4.623  0.000
H: -2.562 0.573 2.402  0.004
C: -0.027 7.754 0.490  0.000
C: -0.928 7.037 -0.509  0.000
C: -1.023 7.734 -1.857  0.000
C: 0.331 7.748 -2.553  0.000
C: 0.922 6.362 -2.601  0.001
C: 1.869 6.029 -3.542  0.000
C: 2.391 4.740 -3.582  -0.002
F: 3.318 4.456 -4.516  0.000
C: 1.985 3.764 -2.724  0.005
C: 1.016 4.071 -1.761  0.015
C: 0.550 3.008 -0.861  0.013
O: 0.999 1.854 -1.051  0.090
C: -0.382 3.403 0.137  -0.044
C: -0.826 4.699 0.141  0.003
N: -0.447 5.653 -0.715  -0.001
C: 0.500 5.369 -1.690  -0.002
C: -0.915 2.545 1.272  0.009
O: -1.757 3.038 2.013  0.014
O: -0.419 1.376 1.425  0.084
H: -0.348 8.788 0.610  0.000
H: 1.012 7.750 0.159  0.000
H: -0.071 7.267 1.464  0.000
H: -1.929 6.941 -0.087  0.000
H: -1.391 8.748 -1.705  0.000
H: -1.753 7.209 -2.478  0.000
H: 1.016 8.422 -2.031  0.000
H: 0.233 8.135 -3.568  0.000
H: 2.210 6.760 -4.263  0.000
H: 2.389 2.760 -2.768  -0.002
H: -1.541 4.982 0.904  0.000
O: 0.097 -1.190 -1.886  0.077
C: 0.920 -2.088 -2.434  -0.032
C: 0.197 -2.683 -3.620  0.237
C: 0.521 -3.774 -4.452  0.150
C: -0.418 -3.961 -5.451  -0.010
C: -1.433 -3.013 -5.384  0.280
S: -1.256 -1.902 -4.102  -0.045
C: 1.485 -3.156 -1.528  0.000
C: 2.763 -3.354 -1.098  0.010
C: 2.875 -4.453 -0.199  0.001
C: 1.674 -5.047 0.041  0.003
S: 0.408 -4.294 -0.825  0.003
C: 1.966 -1.429 -3.312  0.098
C: 3.095 -1.932 -3.954  0.137
C: 3.726 -0.970 -4.751  -0.031
C: 3.060 0.238 -4.725  0.174
S: 1.681 0.216 -3.731  -0.017
H: 1.390 -4.393 -4.285  0.001
H: -0.389 -4.751 -6.184  0.000
H: -2.297 -2.963 -6.029  0.009
H: 3.599 -2.745 -1.416  -0.002
H: 3.805 -4.788 0.239  0.003
H: 1.469 -5.900 0.667  0.000
H: 3.443 -2.948 -3.827  -0.002
H: 4.631 -1.140 -5.313  0.000
H: 3.346 1.147 -5.231  0.010

Calculated values
spin multiplicity	5
highest occupied orbital energy (spin up / spin down)	-0.37549 / -0.38345	Ha
M	927.41	g/mol
⟨S²⟩	6.079
total charge	+1
orbital gap (spin up / spin down)	7.368 / 4.938	eV

No. 4
C42H31N7O3S4Ti | wB97M-V/def2-TZVPD

Each line ends with the Mulliken spin population.
Element x y z (Å)
Ti: 0.282 -0.677 -1.378  0.954
S: 2.715 -0.386 -2.067  -0.027
C: 3.323 0.987 -1.187  0.010
C: 4.680 1.102 -0.886  -0.002
C: 5.171 2.180 -0.157  0.004
C: 6.571 2.251 0.144  0.000
N: 7.695 2.298 0.389  0.002
C: 4.289 3.180 0.280  0.001
C: 2.936 3.076 -0.024  0.001
C: 2.438 1.993 -0.744  -0.005
S: 0.740 1.830 -1.055  -0.011
C: 4.748 4.298 1.051  0.000
N: 5.080 5.206 1.676  0.000
H: 5.362 0.328 -1.213  0.000
H: 2.256 3.848 0.313  0.000
C: 1.473 3.693 3.915  0.000
C: 0.311 2.717 3.691  0.000
C: -0.538 2.626 4.967  0.000
C: -0.571 3.263 2.569  0.001
C: 0.877 1.340 3.347  -0.007
C: 1.683 0.677 4.290  0.001
C: 2.253 -0.550 4.027  0.000
C: 2.028 -1.123 2.781  -0.003
S: 2.614 -2.629 2.150  0.000
C: 1.800 -2.310 0.659  -0.012
N: 1.149 -1.172 0.613  -0.030
C: 1.245 -0.481 1.821  0.025
C: 0.649 0.745 2.120  0.001
C: 1.845 -3.174 -0.504  0.002
C: 2.449 -4.432 -0.484  0.001
C: 2.514 -5.169 -1.650  0.002
C: 1.983 -4.630 -2.821  -0.001
C: 1.378 -3.382 -2.823  -0.002
C: 1.277 -2.611 -1.658  -0.022
H: 1.090 4.689 4.152  0.000
H: 2.096 3.770 3.022  0.000
H: 2.115 3.376 4.739  0.000
H: -0.946 3.609 5.215  0.000
H: 0.048 2.281 5.820  0.000
H: -1.371 1.934 4.826  0.000
H: -0.937 4.255 2.843  0.000
H: -1.441 2.622 2.401  0.000
H: -0.028 3.347 1.625  0.000
H: 1.874 1.142 5.248  0.000
H: 2.873 -1.044 4.764  0.000
H: 0.066 1.226 1.350  -0.002
H: 2.867 -4.831 0.435  0.000
H: 2.975 -6.148 -1.655  0.000
H: 2.043 -5.198 -3.744  0.000
H: 0.988 -3.005 -3.763  0.004
N: -1.680 -2.350 -3.737  0.004
C: -1.081 -1.245 -4.266  0.036
C: -1.319 -1.011 -5.641  -0.010
C: -0.741 0.060 -6.260  0.012
C: 0.086 0.904 -5.518  -0.010
C: 0.287 0.609 -4.196  0.028
N: -0.279 -0.442 -3.555  -0.029
C: -1.944 -2.771 -2.423  0.003
C: -2.845 -3.809 -2.289  0.002
C: -2.954 -4.402 -1.003  -0.001
C: -2.402 -3.811 0.072  0.003
C: -1.806 -2.459 -0.108  -0.005
N: -1.286 -2.194 -1.426  -0.033
H: -2.189 -2.894 -4.412  -0.001
H: -1.970 -1.687 -6.180  0.000
H: -0.926 0.246 -7.311  0.001
H: 0.575 1.760 -5.959  0.000
H: 0.934 1.207 -3.573  0.006
H: -3.347 -4.219 -3.154  0.000
H: -3.449 -5.361 -0.900  0.000
H: -2.402 -4.256 1.057  0.000
H: -1.005 -2.301 0.614  0.007
O: -4.377 -2.047 2.087  0.002
S: -4.365 -1.466 0.775  0.001
O: -5.260 -2.001 -0.206  0.002
N: -2.800 -1.344 0.201  0.018
C: -2.407 -0.065 -0.055  0.038
O: -1.307 0.202 -0.537  0.019
C: -3.410 0.906 0.334  0.005
C: -3.356 2.293 0.259  0.008
C: -4.444 3.017 0.712  -0.003
C: -5.574 2.381 1.230  0.008
C: -5.633 0.995 1.296  -0.003
C: -4.541 0.286 0.845  0.009
H: -2.470 2.775 -0.137  0.000
H: -4.417 4.098 0.669  0.000
H: -6.408 2.973 1.581  0.001
H: -6.502 0.484 1.690  0.000

Calculated values
spin multiplicity	2
highest occupied orbital energy (spin up / spin down)	-0.15559 / -0.16244	Ha
M	857.89	g/mol
⟨S²⟩	0.756
total charge	-1
orbital gap (spin up / spin down)	5.601 / 5.745	eV

No. 5
C42H32BBrCdF4N4O4P | wB97M-V/def2-TZVPD

Each line ends with the Löwdin charge.
Element x y z (Å)
Cd: 0.948 0.103 1.611  1.364
Br: -0.149 -6.529 -0.756  0.724
C: -1.764 -5.664 -0.258  -0.690
C: -2.756 -5.474 -1.201  -0.129
C: -3.919 -4.813 -0.832  -0.049
C: -4.068 -4.314 0.453  -0.294
C: -3.079 -4.556 1.405  -0.018
C: -1.924 -5.229 1.049  -0.112
N: -5.318 -3.682 0.778  0.048
N: -5.373 -2.621 1.431  0.058
C: -4.210 -1.872 1.750  -0.281
C: -4.086 -1.468 3.064  -0.054
C: -2.900 -0.951 3.575  -0.027
C: -1.761 -0.778 2.765  -0.404
O: -0.631 -0.413 3.208  -0.159
C: -1.959 -1.033 1.335  -0.146
N: -0.917 -0.740 0.524  0.037
C: -1.005 -0.945 -0.769  -0.121
C: -2.187 -1.419 -1.362  -0.031
C: -3.258 -1.716 -0.569  -0.012
C: -3.162 -1.567 0.833  -0.119
H: -2.622 -5.831 -2.213  0.098
H: -4.712 -4.655 -1.552  0.113
H: -3.193 -4.188 2.416  0.122
H: -1.143 -5.394 1.779  0.102
H: -4.927 -1.643 3.727  0.107
H: -2.815 -0.703 4.625  0.101
H: -0.127 -0.737 -1.367  0.086
H: -2.229 -1.535 -2.436  0.107
H: -4.185 -2.066 -1.005  0.111
F: 1.603 -0.723 -2.677  0.090
B: 2.521 0.078 -1.971  -1.279
F: 1.902 0.521 -0.756  0.009
F: 2.836 1.218 -2.727  0.107
F: 3.669 -0.660 -1.676  0.111
N: 1.794 -2.102 0.617  0.184
C: 2.411 -3.025 0.334  -0.109
C: 3.263 -4.114 -0.060  -0.208
C: 4.062 -3.933 -1.189  -0.002
C: 4.892 -4.966 -1.593  -0.070
C: 4.922 -6.159 -0.882  -0.088
C: 4.124 -6.328 0.241  -0.086
C: 3.288 -5.304 0.658  -0.050
H: 4.017 -2.987 -1.714  0.113
H: 5.519 -4.838 -2.465  0.104
H: 5.574 -6.962 -1.203  0.099
H: 4.150 -7.258 0.793  0.102
H: 2.655 -5.423 1.526  0.116
O: -0.123 2.154 1.062  -0.402
P: -0.196 3.092 -0.100  0.801
C: -1.134 4.556 0.406  -0.267
C: -1.522 4.646 1.739  -0.060
C: -2.234 5.754 2.179  -0.079
C: -2.560 6.768 1.293  -0.094
C: -2.176 6.680 -0.040  -0.087
C: -1.466 5.576 -0.482  -0.079
C: 1.411 3.665 -0.668  -0.267
C: 2.502 3.427 0.160  -0.058
C: 3.766 3.843 -0.231  -0.056
C: 3.940 4.499 -1.439  -0.078
C: 2.850 4.746 -2.264  -0.080
C: 1.587 4.328 -1.881  -0.088
C: -1.072 2.451 -1.541  -0.261
C: -0.381 1.867 -2.600  -0.071
C: -1.085 1.284 -3.646  -0.063
C: -2.472 1.285 -3.636  -0.093
C: -3.165 1.857 -2.576  -0.086
C: -2.467 2.436 -1.530  -0.072
H: -1.261 3.840 2.414  0.107
H: -2.537 5.820 3.217  0.102
H: -3.117 7.631 1.637  0.098
H: -2.433 7.470 -0.734  0.099
H: -1.177 5.504 -1.524  0.103
H: 2.371 2.900 1.097  0.077
H: 4.616 3.631 0.405  0.106
H: 4.931 4.807 -1.750  0.100
H: 2.988 5.242 -3.216  0.100
H: 0.746 4.490 -2.544  0.101
H: 0.700 1.847 -2.613  0.088
H: -0.535 0.813 -4.450  0.113
H: -3.018 0.826 -4.451  0.101
H: -4.247 1.841 -2.560  0.102
H: -3.008 2.874 -0.698  0.113
C: 4.179 2.144 3.781  -0.119
O: 2.970 1.835 3.092  -0.214
C: 2.850 0.518 2.657  -0.494
O: 3.752 -0.248 2.900  -0.055
H: 4.139 3.209 4.002  0.078
H: 5.052 1.918 3.167  0.080
H: 4.261 1.572 4.706  0.080

Calculated values
highest occupied orbital energy	-0.16789	Ha
M	966.84	g/mol
total charge	-1
orbital gap	6.917	eV

Calculated ΔE to the lowest compared entry with this formula, charge and spin, 140.7 21.9 0.0 165.0 0.0 kJ/mol (same order as the records).